# C3H9NO2S2

2 unconnected molecules or ions with the total composition C3H9NO2S2 (the ωB97M-V functional and the def2-TZVPD basis, the Open Molecules 2025 dataset).

XYZ file:
```
17
Properties=species:S:1:pos:R:3
H -3.212 2.511 3.142
C -0.141 -0.239 -0.668
N -0.487 1.091 -1.201
H 1.318 -0.384 -2.319
O 1.125 -1.005 1.322
H -0.886 1.697 -0.396
S 2.465 -2.955 -0.066
H -1.037 -0.908 -0.287
H 0.688 0.936 1.045
H 0.021 1.447 -1.967
H 2.234 -3.348 1.222
H -0.176 -0.951 -2.638
C 0.622 -0.867 -1.820
O -2.546 2.645 2.478
C 0.702 -0.119 0.635
H -1.764 3.048 2.988
S 1.074 -2.600 -1.471
```

Its structure (SMILES) is N[C@H](C=O)CSS.O. As for the energy above the lowest of the compared OMol25 structures with the same formula, charge and spin: 334.4 kJ/mol. As for the frontier orbital gap: 9.28 eV. Its total energy is -1121.21809 hartree. As for the HOMO energy: -8.762 eV.